a.
This record from the Open Molecules 2025 dataset describes a cluster of 2 separate species, C3H8NO2S in total. The level of theory is ωB97M-V/def2-TZVPD.

```
! wB97M-V def2-TZVPD RIJCOSX def2/J DEFGRID3
* xyz -1 1
O -3.31 -1.09 0.03
C -2.58 -0.12 0.15
N -1.28 -0.06 -0.15
C -0.37 0.98 0.29
C 0.85 1.05 -0.65
S 1.57 -0.62 -0.97
H -2.95 0.85 0.53
H -0.78 -0.84 -0.56
H 0.03 0.78 1.29
H -0.90 1.94 0.32
H 1.61 1.63 -0.11
H 0.62 1.59 -1.57
H 3.65 0.07 2.02
H 2.50 0.01 1.03
O 2.73 0.35 1.92
*
```

Calculated values
HOMO-LUMO gap	7.25	eV
LUMO energy	3.9	eV


b.
This record from the Open Molecules 2025 dataset describes a cluster of 2 separate species, C3H8NO2S in total. The level of theory is ωB97M-V/def2-TZVPD.

```
! wB97M-V def2-TZVPD RIJCOSX def2/J DEFGRID3
* xyz -1 1
O -0.45 2.10 -2.07
C -0.83 1.36 -1.21
C 0.24 0.80 -0.25
C 0.11 0.24 1.15
S -1.59 0.14 1.56
N 1.35 -0.07 -1.05
H -1.93 0.92 -1.13
H 0.95 1.68 0.00
H 0.66 -0.71 1.40
H 0.51 0.89 1.86
H 1.96 0.43 -1.52
H 1.04 -0.90 -1.45
H 0.14 -2.10 0.97
H -1.48 -2.11 0.79
O -0.68 -2.68 0.94
*
```

Calculated values
HOMO-LUMO gap	6.82	eV
LUMO energy	3.9	eV


c.
This record from the Open Molecules 2025 dataset describes a cluster of 2 separate species, C3H8NO2S in total. The level of theory is ωB97M-V/def2-TZVPD.

```
! wB97M-V def2-TZVPD RIJCOSX def2/J DEFGRID3
* xyz -1 1
O 1.34 3.29 1.89
C 1.39 2.06 1.78
N 1.08 1.48 0.57
C 0.39 0.10 0.61
C -0.08 -0.11 -0.84
S -1.23 1.25 -1.30
H 1.82 1.26 2.38
H 0.65 2.13 -0.07
H -0.39 0.19 1.41
H 1.04 -0.76 0.85
H -0.63 -1.16 -0.94
H 0.74 -0.20 -1.55
H -2.01 -3.06 -2.28
H -2.32 -2.99 -0.96
O -1.80 -3.50 -1.53
*
```

Calculated values
HOMO-LUMO gap	6.51	eV
LUMO energy	3.7	eV


It turns out a is the most stable, with the second structure 0.0524 hartree higher.


a.
This record from the Open Molecules 2025 dataset describes a cluster of 2 separate species, C9H14O in total. The level of theory is ωB97M-V/def2-TZVPD.

```
! wB97M-V def2-TZVPD RIJCOSX def2/J DEFGRID3
* xyz 0 1
C -2.79 1.50 1.64
C -1.47 1.19 0.98
C -1.44 0.73 -0.34
C -0.25 0.51 -0.97
C 0.96 0.77 -0.32
O 2.16 0.71 -0.99
C 0.96 1.10 1.02
C -0.27 1.37 1.64
H -3.47 2.02 0.99
H -2.67 2.14 2.50
H -3.28 0.57 1.97
H -2.38 0.51 -0.84
H -0.17 0.14 -2.00
H 2.03 0.25 -1.84
H 1.86 1.27 1.59
H -0.29 1.71 2.66
C 1.74 -2.95 -1.07
C 0.23 -3.31 -1.08
H 1.91 -2.21 -1.84
H 1.93 -2.38 -0.14
H 2.35 -3.84 -1.06
H -0.28 -2.89 -0.23
H 0.00 -4.39 -1.03
H -0.33 -2.86 -1.91
*
```

Calculated values
SMILES	Cc1ccc(O)cc1.CC
HOMO-LUMO gap	9.32	eV
LUMO energy	0.9	eV


b.
This record from the Open Molecules 2025 dataset describes a cluster of 2 separate species, C9H14O in total. The level of theory is ωB97M-V/def2-TZVPD.

```
! wB97M-V def2-TZVPD RIJCOSX def2/J DEFGRID3
* xyz 0 1
C 0.10 3.52 0.28
C 0.16 2.08 0.88
C 0.59 0.96 0.13
C 0.82 -0.20 0.87
C 0.57 -0.17 2.23
O 0.39 -1.40 2.81
C -0.09 0.89 2.89
C -0.16 2.09 2.27
H 0.74 3.44 -0.60
H 0.34 4.31 0.97
H -0.90 3.88 -0.09
H 0.82 0.89 -0.90
H 1.00 -1.18 0.51
H -0.28 -1.39 3.62
H -0.36 0.74 3.98
H -0.45 2.98 2.80
C 0.05 -2.71 -3.49
C -0.81 -2.68 -2.26
H -0.59 -2.33 -4.28
H 0.86 -2.04 -3.43
H 0.37 -3.73 -3.49
H -0.31 -2.62 -1.34
H -1.36 -3.57 -2.08
H -1.47 -1.76 -2.26
*
```

Calculated values
SMILES	Cc1ccc(O)cc1.CC
HOMO-LUMO gap	8.93	eV
LUMO energy	0.8	eV


It turns out a is the most stable, with the second structure 0.0559 hartree higher.


a.
This record from the Open Molecules 2025 dataset describes a cluster of 2 separate species, C9H14O in total. The level of theory is ωB97M-V/def2-TZVPD.

```
! wB97M-V def2-TZVPD RIJCOSX def2/J DEFGRID3
* xyz 0 1
C -1.49 -2.63 -2.04
C -0.74 -1.42 -1.55
C 0.51 -1.54 -0.96
C 1.26 -0.43 -0.59
C 0.77 0.82 -0.88
O 1.53 1.90 -0.52
C -0.47 0.98 -1.48
C -1.21 -0.14 -1.84
H -2.36 -2.32 -2.62
H -1.81 -3.24 -1.19
H -0.88 -3.29 -2.63
H 0.86 -2.54 -0.74
H 2.18 -0.56 -0.05
H 1.01 2.71 -0.62
H -0.89 1.96 -1.66
H -2.16 0.00 -2.32
C -0.24 1.47 2.71
C 1.21 0.94 2.73
H -0.27 2.44 2.21
H -0.93 0.78 2.25
H -0.58 1.71 3.72
H 1.49 0.47 3.66
H 1.91 1.74 2.46
H 1.30 0.20 1.94
*
```

Calculated values
SMILES	Cc1ccc(O)cc1.CC
HOMO-LUMO gap	9.30	eV
LUMO energy	0.9	eV


b.
This record from the Open Molecules 2025 dataset describes a cluster of 2 separate species, C9H14O in total. The level of theory is ωB97M-V/def2-TZVPD.

```
! wB97M-V def2-TZVPD RIJCOSX def2/J DEFGRID3
* xyz 0 1
C -1.60 -2.13 1.77
C -0.63 -1.65 0.74
C 0.50 -0.93 1.18
C 1.32 -0.25 0.32
C 1.20 -0.46 -1.06
O 1.91 0.28 -1.95
C 0.30 -1.44 -1.50
C -0.62 -2.00 -0.59
H -2.62 -2.31 1.46
H -1.50 -1.62 2.73
H -1.32 -3.16 2.07
H 0.73 -0.79 2.24
H 2.11 0.40 0.68
H 1.81 -0.11 -2.81
H 0.48 -1.69 -2.54
H -1.37 -2.62 -1.06
C -1.11 3.59 -0.25
C -0.69 3.43 1.21
H -0.62 2.88 -0.92
H -2.17 3.41 -0.40
H -0.77 4.53 -0.70
H -0.04 4.23 1.54
H -0.31 2.42 1.38
H -1.57 3.33 1.86
*
```

Calculated values
SMILES	Cc1ccc(O)cc1.CC
HOMO-LUMO gap	9.13	eV
LUMO energy	0.9	eV


c.
This record from the Open Molecules 2025 dataset describes a cluster of 2 separate species, C9H14O in total. The level of theory is ωB97M-V/def2-TZVPD.

```
! wB97M-V def2-TZVPD RIJCOSX def2/J DEFGRID3
* xyz 0 1
C -0.01 1.96 2.54
C -0.31 0.76 1.66
C 0.33 0.54 0.47
C 0.07 -0.61 -0.32
C -0.64 -1.64 0.25
O -0.96 -2.80 -0.41
C -1.06 -1.56 1.59
C -0.98 -0.35 2.24
H 1.06 2.15 2.57
H -0.28 1.82 3.59
H -0.58 2.81 2.16
H 1.08 1.20 0.06
H 0.37 -0.68 -1.35
H -1.17 -2.60 -1.34
H -1.46 -2.39 2.16
H -1.45 -0.27 3.21
C 0.70 1.48 -3.40
C 2.18 1.35 -3.02
H 0.57 1.30 -4.47
H -0.01 0.80 -2.92
H 0.28 2.46 -3.18
H 2.30 1.08 -1.96
H 2.56 2.37 -3.02
H 2.67 0.56 -3.57
*
```

Calculated values
SMILES	Cc1ccc(O)cc1.CC
HOMO-LUMO gap	9.34	eV
LUMO energy	0.8	eV


d.
This record from the Open Molecules 2025 dataset describes a cluster of 2 separate species, C9H14O in total. The level of theory is ωB97M-V/def2-TZVPD.

```
! wB97M-V def2-TZVPD RIJCOSX def2/J DEFGRID3
* xyz 0 1
C 2.17 1.74 1.58
C 1.91 0.27 1.44
C 0.94 -0.20 0.65
C 0.64 -1.54 0.34
C 1.43 -2.50 0.91
C 2.53 -2.02 1.71
C 2.79 -0.71 1.95
H 2.68 2.16 0.70
H 2.92 1.91 2.36
H 1.35 2.43 1.83
H 0.26 0.55 0.25
H -0.12 -1.69 -0.42
H 1.30 -3.56 0.83
H 3.20 -2.79 2.10
H 3.74 -0.47 2.43
C -3.73 0.11 -2.31
C -2.96 1.40 -1.98
O -1.79 1.19 -1.17
H -3.42 -0.25 -3.31
H -4.82 0.28 -2.39
H -3.46 -0.59 -1.52
H -2.50 1.75 -2.92
H -3.63 2.10 -1.50
H -1.40 0.39 -1.54
*
```

Calculated values
SMILES	Cc1ccccc1.CCO
HOMO-LUMO gap	9.89	eV
LUMO energy	0.9	eV


It turns out a is the most stable, with the second structure 0.0202 hartree higher.


a.
This record from the Open Molecules 2025 dataset describes a cluster of 2 separate species, C9H14O in total. The level of theory is ωB97M-V/def2-TZVPD.

```
! wB97M-V def2-TZVPD RIJCOSX def2/J DEFGRID3
* xyz 0 1
C 2.22 1.90 0.34
C 2.09 0.45 0.01
C 3.10 -0.55 0.40
C 2.81 -1.91 0.32
C 1.77 -2.45 -0.33
O 1.78 -3.65 -0.93
C 0.73 -1.55 -0.70
C 0.91 -0.11 -0.53
H 2.06 2.43 -0.57
H 3.30 2.19 0.28
H 1.92 2.06 1.46
H 4.05 -0.19 0.89
H 3.60 -2.61 0.58
H 0.84 -4.04 -0.64
H -0.21 -1.98 -1.10
H 0.11 0.62 -0.85
C -4.39 0.95 -0.28
C -3.32 1.36 0.64
H -5.38 1.40 0.16
H -4.42 1.36 -1.30
H -4.53 -0.15 -0.45
H -3.33 0.80 1.56
H -3.36 2.41 1.02
H -2.34 1.29 0.05
*
```

Calculated values
SMILES	Cc1ccc(O)cc1.CC
HOMO-LUMO gap	9.20	eV
LUMO energy	0.7	eV


b.
This record from the Open Molecules 2025 dataset describes a cluster of 2 separate species, C9H14O in total. The level of theory is ωB97M-V/def2-TZVPD.

```
! wB97M-V def2-TZVPD RIJCOSX def2/J DEFGRID3
* xyz 0 1
C -2.12 0.94 1.73
C -1.46 1.09 0.41
C -2.03 0.50 -0.76
C -1.41 0.43 -1.95
C -0.06 0.89 -1.99
O 0.60 0.80 -3.19
C 0.53 1.42 -0.87
C -0.19 1.61 0.32
H -1.95 1.76 2.42
H -1.71 0.07 2.26
H -3.20 0.78 1.76
H -3.10 0.36 -0.62
H -1.88 0.06 -2.85
H 1.52 0.66 -3.00
H 1.60 1.55 -0.95
H 0.25 2.21 1.11
C 2.00 -2.51 0.36
C 1.69 -1.21 1.14
H 1.06 -2.96 0.03
H 2.70 -2.35 -0.45
H 2.33 -3.28 1.06
H 2.49 -0.91 1.82
H 0.88 -1.37 1.86
H 1.46 -0.51 0.35
*
```

Calculated values
SMILES	Cc1ccc(O)cc1.CC
HOMO-LUMO gap	9.21	eV
LUMO energy	0.8	eV


It turns out b is the most stable, with the second structure 0.0609 hartree higher.


a.
This record from the Open Molecules 2025 dataset describes a cluster of 2 separate species, C3H6O3S in total. The level of theory is ωB97M-V/def2-TZVPD.

```
! wB97M-V def2-TZVPD RIJCOSX def2/J DEFGRID3
* xyz -2 1
O 0.59 -0.67 -2.12
C 0.95 -0.51 -0.94
O 2.01 -0.76 -0.42
C -0.08 0.25 -0.14
C 0.23 1.12 1.04
S -1.14 1.92 2.06
H -0.86 -0.44 0.24
H -0.66 0.83 -0.94
H 0.97 0.75 1.82
H 0.85 2.01 0.69
H -1.66 -2.37 -1.68
H -0.15 -2.40 -1.26
O -0.96 -2.85 -1.40
*
```

Calculated values
HOMO-LUMO gap	5.53	eV
LUMO energy	6.2	eV


b.
This record from the Open Molecules 2025 dataset describes a cluster of 2 separate species, C3H6O3S in total. The level of theory is ωB97M-V/def2-TZVPD.

```
! wB97M-V def2-TZVPD RIJCOSX def2/J DEFGRID3
* xyz -2 1
O 0.25 -1.40 -1.40
C 0.94 -0.34 -1.25
O 2.04 -0.13 -1.78
C 0.34 0.79 -0.36
C -0.13 0.31 0.99
S -0.26 1.72 2.32
H -0.45 1.27 -0.95
H 1.09 1.57 -0.21
H -1.08 -0.22 0.97
H 0.59 -0.32 1.51
H -2.45 -2.09 -1.84
H -1.21 -2.07 -1.10
O -2.19 -2.29 -0.94
*
```

Calculated values
HOMO-LUMO gap	5.64	eV
LUMO energy	6.3	eV


c.
This record from the Open Molecules 2025 dataset describes a cluster of 2 separate species, C3H6O3S in total. The level of theory is ωB97M-V/def2-TZVPD.

```
! wB97M-V def2-TZVPD RIJCOSX def2/J DEFGRID3
* xyz -2 1
O -1.74 -0.68 -1.30
C -0.99 0.26 -0.92
O -1.01 1.40 -1.44
C 0.24 -0.17 -0.22
C 0.88 1.09 0.54
S 2.53 0.55 1.27
H 1.06 -0.48 -0.97
H -0.03 -0.94 0.55
H 0.95 1.87 -0.19
H 0.33 1.36 1.42
H -1.70 -2.01 1.15
H -2.14 -1.76 -0.27
O -2.21 -2.46 0.44
*
```

Calculated values
HOMO-LUMO gap	5.60	eV
LUMO energy	6.2	eV


d.
This record from the Open Molecules 2025 dataset describes a structure of composition C3H6O3S. The level of theory is ωB97M-V/def2-TZVPD.

```
! wB97M-V def2-TZVPD RIJCOSX def2/J DEFGRID3
* xyz -2 1
O -0.78 -1.85 -0.79
C -0.26 -0.88 -0.23
O 0.81 -0.24 -0.68
C -0.81 -0.25 1.04
C -0.08 1.00 1.49
S -0.77 1.58 3.08
H -1.88 -0.41 1.11
H -0.07 -1.17 1.11
H 0.02 1.76 0.73
H 0.92 0.67 1.79
H 0.76 -0.32 -3.81
H 1.00 -0.10 -1.72
O 1.15 0.23 -3.12
*
```

Calculated values
HOMO-LUMO gap	5.71	eV
LUMO energy	6.0	eV


It turns out b is the most stable, with the second structure 0.0131 hartree higher.


a.
This record from the Open Molecules 2025 dataset describes a cluster of 2 separate species, C3H9BrN in total. The level of theory is ωB97M-V/def2-TZVPD.

```
! wB97M-V def2-TZVPD RIJCOSX def2/J DEFGRID3
* xyz 1 1
C 0.76 0.02 1.28
C 0.53 1.59 -0.48
C -1.61 -1.84 -0.90
N 0.76 0.26 -0.12
Br -2.43 -1.61 0.69
H 1.86 0.01 1.61
H 0.19 0.84 1.76
H 0.37 -1.02 1.34
H 0.44 1.66 -1.54
H -0.45 1.78 0.02
H 1.18 2.31 -0.15
H -0.96 -2.64 -1.22
H -1.86 -1.04 -1.54
H 1.24 -0.32 -0.76
*
```

Calculated values
HOMO-LUMO gap (alpha / beta)	5.25 / 5.25	eV
LUMO energy (alpha / beta)	-7.5 / -7.5	eV


b.
This record from the Open Molecules 2025 dataset describes a cluster of 2 separate species, C3H9BrN in total. The level of theory is ωB97M-V/def2-TZVPD.

```
! wB97M-V def2-TZVPD RIJCOSX def2/J DEFGRID3
* xyz 1 1
C 0.08 -1.99 -0.33
C 0.14 1.90 0.32
C -0.44 -0.55 -0.34
N 0.39 0.39 0.46
Br -2.20 -0.42 0.35
H -0.67 -2.48 -1.03
H -0.32 -2.48 0.59
H 1.11 -1.87 -0.75
H -0.99 1.92 0.10
H 0.32 2.45 1.24
H 0.94 2.32 -0.42
H -0.06 0.48 -1.71
H 0.37 0.10 1.40
H 1.33 0.22 0.14
*
```

Calculated values
HOMO-LUMO gap	10.25	eV
LUMO energy	-4.6	eV


It turns out b is the most stable, with the second structure 0.0195 hartree higher.


a.
This record from the Open Molecules 2025 dataset describes a cluster of 2 separate species, C3H3NO3 in total. The level of theory is ωB97M-V/def2-TZVPD.

```
! wB97M-V def2-TZVPD RIJCOSX def2/J DEFGRID3
* xyz 0 1
N -1.12 1.05 -0.65
C -0.18 0.28 -0.17
O 1.09 0.68 -0.32
C 1.95 -0.26 0.24
O 3.13 -0.10 0.21
C -1.78 -1.03 0.49
O -1.49 -1.98 1.05
H -1.00 1.93 -1.14
H 1.41 -1.10 0.69
H -2.01 0.53 -0.41
*
```

Calculated values
HOMO-LUMO gap	9.91	eV
LUMO energy	0.8	eV


b.
This record from the Open Molecules 2025 dataset describes the molecule C3H3NO3. The level of theory is ωB97M-V/def2-TZVPD.

```
! wB97M-V def2-TZVPD RIJCOSX def2/J DEFGRID3
* xyz 0 1
O 1.39 -0.94 1.36
C 1.82 -0.39 0.38
O 1.06 0.33 -0.48
C -0.27 0.33 -0.22
C -1.16 -0.21 0.61
O -2.24 0.08 -0.21
N -1.20 0.95 -1.06
H 2.86 -0.38 0.04
H -1.22 -0.50 1.64
H -1.03 0.74 -2.06
*
```

Calculated values
SMILES	O=COc1co[nH]1
HOMO-LUMO gap	9.37	eV
LUMO energy	0.7	eV


c.
This record from the Open Molecules 2025 dataset describes the molecule C3H3NO3. The level of theory is ωB97M-V/def2-TZVPD.

```
! wB97M-V def2-TZVPD RIJCOSX def2/J DEFGRID3
* xyz 0 1
H 1.31 -1.58 -1.53
N 1.18 -0.57 -1.54
C 0.54 -0.18 -0.53
C 0.35 1.30 -0.32
O 0.09 1.76 0.76
O 0.12 -0.98 0.50
C -1.05 -0.62 1.14
O -1.33 -1.07 2.20
H 0.47 1.90 -1.23
H -1.68 0.05 0.54
*
```

Calculated values
SMILES	[H]/N=C(/C=O)OC=O
HOMO-LUMO gap	10.41	eV
LUMO energy	-0.7	eV


It turns out c is the most stable, with the second structure 0.0527 hartree higher.


a.
This record from the Open Molecules 2025 dataset describes the molecule C3H3NO3. The level of theory is ωB97M-V/def2-TZVPD.

```
! wB97M-V def2-TZVPD RIJCOSX def2/J DEFGRID3
* xyz 0 1
N -0.52 1.31 -0.85
C -0.46 0.11 -0.51
O 0.59 -0.76 -0.40
C 1.81 -0.31 0.04
O 2.08 0.81 0.36
C -1.83 -0.42 1.18
O -1.64 -0.53 -0.13
H 0.37 1.76 -0.98
H 2.48 -1.17 0.04
H -2.87 -0.82 1.28
*
```

Calculated values
HOMO-LUMO gap	9.64	eV
LUMO energy	0.2	eV


b.
This record from the Open Molecules 2025 dataset describes the molecule C3H3NO3. The level of theory is ωB97M-V/def2-TZVPD.

```
! wB97M-V def2-TZVPD RIJCOSX def2/J DEFGRID3
* xyz 0 1
O -0.51 2.26 0.00
C -0.61 1.09 -0.12
C -1.19 -0.18 -0.43
C 0.04 -0.09 0.54
N 1.35 -0.43 0.04
O 1.46 -0.55 -1.16
O 2.26 -0.60 0.82
H -2.08 -0.58 0.03
H -0.80 -0.74 -1.41
H 0.08 -0.18 1.70
*
```

Calculated values
SMILES	O=C1C[C@H]1[N+](=O)[O-]
HOMO-LUMO gap	10.20	eV
LUMO energy	-0.1	eV


It turns out a is the most stable, with the second structure 0.0537 hartree higher.